1.
ORCA calculation (wB97M-V/def2-TZVPD) on a single C10H14N3P molecule.

The geometry in XYZ format:
```
28
Properties=species:S:1:pos:R:3:forces:R:3
C -0.453962 1.448176 -0.906681 -1.4050 -3.7664 -0.8328
N -0.205514 1.477408 0.457776 1.0077 0.2921 1.9646
C -0.624439 2.729762 1.030301 -1.1881 0.8261 -1.9269
P 0.213053 0.125909 1.423499 -0.7324 0.3065 -1.3960
C -1.306918 -1.089291 1.016549 0.7901 0.0772 -0.5017
C -2.474509 -0.329269 0.478414 -1.2202 -0.6378 1.3751
C -3.112310 -1.204601 -0.354493 -0.1035 2.5279 1.1126
N -2.480153 -2.373164 -0.574602 3.0651 -1.5543 0.8322
C -1.379242 -2.324878 0.147544 -1.2393 -0.0897 0.1621
N 1.482468 -0.538251 0.366427 0.5167 -1.2728 0.2654
C 2.631387 0.105127 -0.032007 0.1846 0.3000 0.5434
C 3.611313 -0.788951 -0.364453 0.1598 1.2957 -1.8664
C 3.054420 -2.042014 -0.322059 -3.6994 1.3049 2.5399
C 1.797283 -1.900916 0.257641 -0.6243 0.2017 -0.6632
H -0.039351 0.491050 -1.245089 0.1452 0.3880 -0.7359
H -1.540960 1.325056 -1.070539 0.2321 0.5525 -0.3398
H -0.049073 2.256777 -1.403643 0.8585 1.6984 -1.2445
H 0.066921 3.536007 1.036402 1.5146 0.3300 0.3492
H -1.438053 3.276058 0.429665 0.4511 -1.5229 0.6812
H -0.976497 2.489223 1.961954 -0.9429 0.2899 2.6148
H -1.613315 -1.526349 1.996531 0.2471 0.3897 -0.2446
H -2.877232 0.532486 1.067728 0.2935 -0.6481 -1.2418
H -4.074154 -1.134779 -0.753971 -1.3108 0.6145 -0.7222
H -0.792861 -3.202847 0.367158 0.1096 -0.1375 -0.5121
H 2.737189 1.150794 0.019653 -0.2265 1.0655 -0.0455
H 4.459896 -0.575118 -0.993813 0.4617 0.3959 0.5713
H 3.448588 -2.952531 -0.285669 2.0139 -3.5542 -0.7413
H 1.036058 -2.647836 0.483818 0.6412 0.3272 0.0026
```
Positions in Å, forces in eV/Å.

- Max |F|: 4.67 eV/A
- Charge: 0
- 2S+1: 1
- Lowest unoccupied orbital energy: 0.37 eV
- HOMO-LUMO gap: 8.69 eV
- Electronic energy: -894.95230 a.u.
- HOMO level: -8.32 eV

Atom charges from the Mulliken analysis, given in e for atoms 1 to 5: number 1, C, carries -1.260; number 2, N, carries 0.288; number 3, C, carries -1.170; number 4, P, carries -0.144; number 5, C, carries 0.386

***

2.
ORCA calculation (wB97M-V/def2-TZVPD) on a gas-phase ion, C10H14N5 (charge +1).

The geometry in XYZ format:
```
29
Properties=species:S:1:pos:R:3:forces:R:3
C -0.114754 2.563063 0.414797 -1.6754 1.4048 0.6594
C 0.853084 1.451312 0.535715 -1.6261 -3.8675 0.8451
N 2.058456 1.751817 0.928256 2.1773 -4.2623 -1.3631
C 0.334056 -0.097143 0.386891 2.8143 6.2670 -0.0014
C 1.181915 -1.137176 0.277516 -0.9534 -1.9443 0.9004
N 0.643480 -2.388440 0.550597 -0.0039 2.0762 0.2754
N 2.431137 -1.265556 -0.229996 1.7773 -0.1369 -1.5989
N 3.331831 -0.392883 -0.344309 -0.7873 -0.2500 1.2314
N 4.272840 -0.683323 -1.212128 -2.5722 -1.1297 -0.3084
C -1.061747 -0.266662 0.119526 -1.6641 -0.3129 -0.3759
C -1.472646 -0.340441 -1.214368 -0.5715 1.2879 -0.4142
C -2.842794 -0.441065 -1.535740 -0.2482 -0.1466 0.9405
C -3.818940 -0.515391 -0.532429 0.7994 -1.6621 0.6382
C -3.311327 -0.555712 0.820274 -3.5112 -0.7583 0.4981
C -1.994224 -0.426900 1.155192 0.8533 1.4050 -0.0585
H -0.754898 2.409731 -0.498917 0.6982 0.3413 0.8954
H 0.485266 3.469562 0.402209 0.0235 0.2056 -0.8807
H -0.829201 2.926725 1.270632 1.0958 -1.8157 -1.1395
H 2.362452 2.521094 1.407587 0.0030 3.0939 0.9026
H 2.913572 1.088804 0.816034 -2.3317 0.6714 0.0776
H -0.361606 -2.414566 0.693894 0.3901 -0.1851 -0.0115
H 1.061433 -3.111425 0.043976 0.4998 -1.3932 -0.6688
H 5.127997 -0.295180 -0.931492 1.5181 0.2891 -0.4271
H 4.047900 -1.512452 -1.805473 1.0763 0.6927 0.7092
H -0.757474 -0.029457 -2.004311 -0.3859 -0.8344 0.4792
H -3.199410 -0.530244 -2.543180 0.2581 0.2113 -0.5035
H -4.881801 -0.821586 -0.848420 1.7017 0.9554 0.9642
H -4.034433 -0.779394 1.687474 0.9787 0.6642 -1.5462
H -1.670158 -0.177114 2.190188 -0.3340 -0.8671 -0.7190
```
Positions in Å, forces in eV/Å.

- Max |F|: 6.87 eV/A
- Charge: +1
- 2S+1: 1
- Lowest unoccupied orbital energy: -4.25 eV
- HOMO-LUMO gap: 7.80 eV
- Electronic energy: -662.88088 a.u.
- HOMO level: -12.06 eV

Atom charges from the Mulliken analysis, given in e for atoms 1 to 5: number 1, C, carries -1.231; number 2, C, carries 0.689; number 3, N, carries -0.272; number 4, C, carries 0.084; number 5, C, carries 0.231

***

3.
ORCA calculation (wB97M-V/def2-TZVPD) on a molecular structure, C10H14NO2OsSSe4Te2.

The geometry in XYZ format:
```
35
Properties=species:S:1:pos:R:3:forces:R:3
Os 0.023224 -0.016353 1.819225 -0.3638 0.0225 -0.0709
Se 2.162742 0.124251 2.970156 0.3020 -0.0100 -0.0629
Te 1.828313 0.583867 5.427920 -0.0709 -0.0084 -0.0355
Te -0.391235 2.219006 5.263859 0.0232 -0.0176 0.0393
Se -0.959240 1.949534 2.813555 0.0087 0.1446 -0.1416
O -0.735042 0.896927 -3.468684 0.0825 0.0277 0.0441
C 0.393069 0.428928 -2.730403 -0.1192 0.0266 -0.0919
C 0.950680 1.460670 -1.750602 -0.0217 -0.0674 0.0500
C 1.576819 2.587096 -2.589246 0.1186 0.0607 0.0811
O 2.154098 3.639555 -1.819585 -0.0493 -0.0309 -0.0708
C 2.057474 0.830991 -0.893822 -0.0514 -0.0103 0.1267
Se 1.685005 -0.850883 0.075158 0.0925 0.1799 -0.1438
C -0.160424 2.091902 -0.901399 0.0482 0.0549 0.0374
Se -1.471502 0.892611 -0.063445 0.0496 0.0086 -0.0712
H -1.481171 0.864177 -2.855912 -0.0245 -0.0315 -0.0037
H 1.163466 0.169237 -3.461535 -0.0050 0.0040 -0.0320
H 0.133120 -0.475940 -2.183535 0.0362 -0.0408 0.0449
H 0.821178 2.980878 -3.276180 -0.0349 -0.0104 -0.0136
H 2.397155 2.182360 -3.186110 0.0026 -0.0123 0.0048
H 1.456330 4.031337 -1.285050 0.0139 0.0098 0.0197
H 2.402521 1.554692 -0.157295 0.0382 0.0246 -0.0129
H 2.912385 0.586088 -1.527823 -0.0014 -0.0241 -0.0204
H -0.755371 2.766541 -1.522162 0.0007 -0.0307 -0.0143
H 0.276013 2.684564 -0.095439 0.0019 -0.0075 0.0161
S -0.715964 -1.223449 3.686291 -0.0360 -0.0747 0.3084
C -1.280624 -2.311274 2.497280 -0.0807 -0.1615 -0.0102
C -1.991539 -3.513756 2.590919 0.0722 0.1081 -0.0279
C -2.298574 -4.168138 1.422635 -0.0118 -0.0212 -0.0619
C -1.903620 -3.627992 0.191276 -0.0250 -0.0302 0.0438
C -1.209840 -2.442234 0.168328 0.0077 0.0396 0.0717
N -0.906452 -1.800421 1.309113 -0.0318 -0.1774 0.0168
H -2.276981 -3.893276 3.561887 0.0011 0.0040 -0.0011
H -2.847039 -5.101712 1.452875 0.0034 0.0044 -0.0036
H -2.133967 -4.126323 -0.739344 -0.0005 -0.0011 0.0024
H -0.874994 -1.973472 -0.742902 0.0244 0.0480 -0.0171
```
Positions in Å, forces in eV/Å.

- Max |F|: 0.37 eV/A
- Charge: -1
- 2S+1: 1
- Lowest unoccupied orbital energy: 1.86 eV
- HOMO-LUMO gap: 5.68 eV
- Electronic energy: -11225.48033 a.u.
- HOMO level: -3.82 eV

Atom charges from the Mulliken analysis, given in e for atoms 1 to 5: number 1, Os, carries 1.226; number 2, Se, carries -0.141; number 3, Te, carries -0.218; number 4, Te, carries -0.182; number 5, Se, carries -0.148

***

4.
ORCA calculation (wB97M-V/def2-TZVPD) on 2 unconnected molecules or ions with the total composition C10H14NO3P.

The geometry in XYZ format:
```
29
Properties=species:S:1:pos:R:3:forces:R:3
C -1.958727 -0.935768 2.060334 1.2028 0.2457 -0.8243
C -1.526485 -1.618330 -1.620048 0.0860 1.2806 0.8524
C -0.850546 -0.851278 1.558520 -0.3296 -0.8785 0.8123
C -1.461422 -0.381113 -1.573498 -0.0437 -2.8108 -0.3509
C 1.232997 -0.111800 2.454940 1.5583 0.3833 -0.9256
C 1.210362 -2.194697 1.124531 -1.0310 0.4754 -2.8741
C -1.667160 1.653233 -2.858581 -1.0790 3.0054 0.6357
C -1.546251 1.827634 -0.421123 -2.9000 2.0407 -1.1165
C 0.571717 -0.798904 1.218005 0.2731 1.9798 -1.1608
C -1.616231 1.021291 -1.692937 0.8412 0.5784 0.4861
N 0.524429 0.114880 0.018842 1.1248 -1.7054 0.8229
O 1.648133 1.776951 -1.630248 -0.7575 -0.2770 -0.8956
O 2.652146 -0.525427 -1.462981 0.7385 -0.2877 0.7616
O 2.876417 1.231120 0.451877 0.7742 -1.0348 0.4733
P 1.931448 0.711518 -0.604546 -0.3541 1.9423 1.0926
H -2.956854 -0.664491 1.964006 -1.2870 0.0309 0.2680
H -1.209047 -2.499113 -1.054234 -0.2593 0.5398 -0.7727
H 0.676532 -0.449059 3.322052 0.1177 0.5332 0.5706
H 2.309403 -0.393556 2.509422 -0.6580 -0.2610 0.1296
H 1.379985 0.967393 2.203453 -0.8916 -0.6434 0.6918
H 2.249436 -2.084459 0.898003 0.7721 0.1002 0.2196
H 0.989352 -2.707196 2.000352 0.0015 -1.1397 1.8369
H 0.804415 -2.790101 0.271343 0.0061 0.4489 0.4660
H -1.657648 1.309333 -3.847771 0.1552 -1.2036 -0.9815
H -1.854314 2.787525 -2.833162 0.5595 -1.6820 0.1096
H 2.043629 -0.547691 -2.187904 -0.4531 -0.3089 -0.9627
H -1.625078 2.905156 -0.745747 0.4466 -0.8923 0.6296
H -2.396351 1.663064 0.245471 -0.6677 -0.2540 -0.2752
H -0.774288 1.583886 0.231629 2.0540 -0.2053 0.2812
```
Positions in Å, forces in eV/Å.

- Max |F|: 3.72 eV/A
- Charge: -2
- 2S+1: 1
- Lowest unoccupied orbital energy: 5.99 eV
- HOMO-LUMO gap: 5.54 eV
- Electronic energy: -1011.11868 a.u.
- HOMO level: 0.45 eV

Atom charges from the Mulliken analysis, given in e for atoms 1 to 5: number 1, C, carries -0.287; number 2, C, carries -0.090; number 3, C, carries -1.018; number 4, C, carries -0.315; number 5, C, carries -1.687

***

5.
ORCA calculation (wB97M-V/def2-TZVPD) on 2 unconnected molecules or ions with the total composition C10H14O3.

The geometry in XYZ format:
```
27
Properties=species:S:1:pos:R:3:forces:R:3
C 1.072704 -1.223216 -1.350440 -2.2212 -1.9838 3.8282
C 0.437685 -1.503296 -0.146036 1.5547 1.0066 -1.6339
C 0.871733 -0.108271 -2.165589 -0.6407 1.4389 -0.4815
C -2.275518 -1.098478 -0.801059 1.9456 1.1997 1.4390
C -0.074215 1.024354 -1.639788 -1.0066 -2.6250 0.8964
C -0.368477 -0.461990 0.369337 -3.1287 -1.3609 1.1344
C -0.023147 0.944497 -0.047382 -2.1077 1.6415 -0.4343
C 0.684793 -2.725184 0.662464 3.1176 -1.7339 -3.2473
C 1.313768 1.260176 0.538246 2.7880 2.0398 0.3992
C -1.037721 2.031532 0.446084 1.1462 0.8916 -1.9979
O 1.516106 -0.074441 -3.192039 -0.1392 1.0707 -1.0317
O -3.284128 -1.057357 -0.220646 -0.6349 -0.1275 0.4968
O -0.709608 -0.727897 1.742925 0.7461 0.4280 -2.4726
H 1.621236 -2.001695 -1.730493 1.5754 -1.5214 -1.1445
H -2.186214 -1.355522 -1.867031 0.5445 -0.2412 -0.4138
H 0.306125 1.926895 -2.016217 0.4229 1.4396 -0.3353
H -1.214065 0.939116 -1.973387 2.5062 -0.1319 0.5540
H -0.063318 -3.043649 1.264714 -2.7700 -0.7473 1.5070
H 1.553376 -2.760038 1.331625 0.1040 0.9001 -0.2405
H 0.954931 -3.565450 -0.092822 -0.6272 1.1341 1.2321
H 1.731214 2.228383 0.109747 -0.4893 -1.1779 -0.1900
H 1.993523 0.443594 0.257019 0.2204 0.5159 0.4778
H 1.467661 1.575580 1.633412 -1.0508 -1.2745 -1.1957
H -0.499523 3.064174 0.459007 -1.1094 -1.8197 0.0978
H -1.425200 1.779417 1.388363 -0.4561 0.1306 1.5450
H -1.892888 2.067207 -0.255387 0.3487 0.1755 0.4236
H -1.109626 0.080031 2.022576 -0.6384 0.7324 0.7875
```
Positions in Å, forces in eV/Å.

- Max |F|: 4.85 eV/A
- Charge: 0
- 2S+1: 1
- Lowest unoccupied orbital energy (spin up / spin down): -0.30 / -0.31 eV
- HOMO-LUMO gap (spin up / spin down): 7.49 / 7.49 eV
- Electronic energy: -615.01345 a.u.
- HOMO level (spin up / spin down): -7.79 / -7.79 eV

Atom charges from the Mulliken analysis, given in e for atoms 1 to 5: number 1, C, carries -0.625; number 2, C, carries 0.723; number 3, C, carries 0.134; number 4, C, carries -0.035; number 5, C, carries -0.983

***

6.
ORCA calculation (wB97M-V/def2-TZVPD) on a molecular structure, C10H14O8Tl.

The geometry in XYZ format:
```
33
Properties=species:S:1:pos:R:3:forces:R:3
Tl -0.549528 0.026664 -0.726679 0.2355 0.3357 0.1386
C -2.359887 -4.567871 -0.060445 0.8809 2.4799 -1.2272
C -1.579171 -3.442936 -0.569543 0.2672 -0.3409 -0.2072
C -0.053472 -3.519511 -0.546726 0.1367 -1.3476 0.7812
O 0.611796 -2.560588 -0.857525 0.2879 0.5860 -0.2718
C 0.564475 -4.770872 -0.068415 -0.7745 2.6730 -1.2891
C -0.220973 -5.754294 0.529229 1.5382 -2.6388 0.0456
C -1.710848 -5.671804 0.490517 -1.1053 -1.5145 2.3483
O -2.368952 -6.457516 1.162147 0.4270 -0.1821 -0.5445
O 0.377821 -6.744722 0.954718 -1.1345 0.5353 0.2224
O -2.068888 -2.427961 -1.018129 -0.4460 0.2887 0.0642
H -3.423455 -4.379331 0.007479 -0.1338 -0.4961 0.0330
H 1.632408 -4.883375 -0.196244 0.0567 -0.1965 0.1339
C -0.844241 4.239075 -2.053611 0.1486 -0.0043 0.1399
C -1.580784 4.760211 -0.833665 0.2678 -0.1605 0.3651
O -0.754600 4.841314 0.337909 0.2624 -0.2462 -0.1490
O -0.614545 2.802565 -2.048091 0.2469 0.8272 0.1940
H 0.118474 4.761027 -2.057139 0.0208 -0.1062 -0.1423
H -1.364144 4.509673 -2.973397 -0.1951 -0.0353 0.0567
H -2.399288 4.109460 -0.529797 -0.1903 0.0632 -0.3120
H -1.941633 5.764357 -1.060604 -0.2985 -0.1118 -0.1270
H -0.303801 5.692947 0.340298 -0.0108 -0.1126 0.0257
H 0.296173 2.742103 -2.358183 -0.0984 -0.3891 0.0338
C 1.853761 1.766125 1.790427 -0.7542 0.2608 0.4551
C 2.676559 0.577606 1.381286 1.2702 1.1058 -1.0705
O 1.840932 -0.488697 0.989260 -0.6013 -0.5138 0.5249
O 0.954281 2.055881 0.728273 -0.4049 0.2590 -0.6993
H 2.487099 2.628270 2.019570 0.1779 -0.1483 -0.1645
H 1.244865 1.577658 2.683689 0.2995 -0.2764 0.0770
H 3.485859 0.423240 2.103112 -0.6385 -0.7518 0.4703
H 3.265983 0.842718 0.488858 -0.2341 0.3195 0.0088
H 2.258825 -1.346078 1.104561 0.1786 0.0936 0.0014
H 0.468898 2.894657 0.846859 0.3174 -0.2547 0.0847
```
Positions in Å, forces in eV/Å.

- Max |F|: 3.07 eV/A
- Charge: +1
- 2S+1: 1
- Lowest unoccupied orbital energy: -7.71 eV
- HOMO-LUMO gap: 4.99 eV
- Electronic energy: -1163.44634 a.u.
- HOMO level: -12.70 eV

Atom charges from the Mulliken analysis, given in e for atoms 1 to 5: number 1, Tl, carries 0.860; number 2, C, carries -0.389; number 3, C, carries 0.471; number 4, C, carries 0.484; number 5, O, carries -0.507